No. 1
DFT (ωB97M-V/def2-TZVPD) results for a structure of composition C26H49AlN2O7PS3 in a non-equilibrium geometry.

Summary:
orbital gap: 0.25577 Ha
total charge: -1

The geometry in XYZ format:
```
89
Properties=species:S:1:pos:R:3:forces:R:3:lowdin_charge:R:1
O -0.939 -2.298 4.730 -0.058 -0.141 -0.092 -0.308
P -1.078 -3.734 4.412 -0.098 0.991 -0.098 0.332
O -2.101 -4.483 5.397 0.212 -0.380 0.048 -0.139
O 0.302 -4.524 4.763 -0.017 -0.298 0.083 -0.173
C -1.536 -4.097 2.763 0.047 -0.272 0.189 -0.304
Al -3.489 -3.776 2.288 -0.123 0.439 -0.043 0.249
C -4.379 -2.490 3.523 0.325 -0.341 0.023 -0.266
C -3.796 -1.108 3.203 -0.569 -0.250 -0.069 -0.333
C -4.200 0.005 4.165 0.365 0.384 0.199 -0.224
C -4.050 1.394 3.535 -0.056 -0.422 -0.326 -0.219
C -2.678 1.596 2.886 -0.036 0.169 0.040 -0.220
C -2.243 3.054 2.787 0.221 -0.459 -0.525 -0.216
C -0.953 3.188 1.965 -0.204 0.433 0.145 -0.220
C -1.178 2.908 0.471 -0.261 -0.851 0.094 -0.188
C -0.679 1.515 0.020 0.451 0.008 -0.005 -0.197
C 0.510 1.573 -0.955 -0.118 0.262 -0.162 -0.204
C 0.087 1.454 -2.421 0.041 0.077 0.272 -0.188
C -0.442 0.068 -2.792 -0.193 0.346 -0.310 -0.133
N 0.458 -0.727 -3.620 -0.149 -0.132 0.262 -0.110
C 0.105 -1.951 -4.107 -0.161 -0.211 -0.126 -0.106
C 1.134 -2.444 -4.854 0.153 -0.301 -0.219 -0.104
C 2.170 -1.484 -4.819 0.117 0.038 -0.104 -0.102
C 1.725 -0.448 -4.047 0.082 0.374 0.115 -0.107
N -4.452 -5.465 2.117 0.051 0.190 -0.776 0.031
C -4.938 -5.704 1.058 0.108 -0.032 0.781 -0.976
S -5.631 -6.031 -0.351 -0.048 -0.118 -0.109 0.509
H -1.718 -5.295 5.747 -0.081 -0.026 0.052 0.073
H 1.023 -3.946 4.491 0.129 -0.023 0.103 0.066
H -1.217 -5.119 2.545 -0.149 -0.086 -0.063 0.034
H -0.935 -3.433 2.140 -0.048 0.070 -0.092 0.033
H -3.481 -3.093 0.821 0.012 -0.157 -0.071 -0.036
H -4.195 -2.733 4.574 -0.053 -0.020 0.074 0.045
H -5.462 -2.507 3.364 -0.087 0.107 0.076 0.046
H -4.153 -0.828 2.205 0.148 0.012 -0.115 0.095
H -2.710 -1.194 3.156 0.092 0.214 -0.025 0.075
H -5.231 -0.143 4.492 -0.078 -0.027 -0.004 0.103
H -3.570 -0.024 5.060 -0.015 -0.207 0.073 0.112
H -4.802 1.446 2.740 -0.090 0.306 0.027 0.109
H -4.264 2.193 4.249 0.001 0.005 0.114 0.100
H -2.725 1.191 1.874 0.095 -0.143 -0.033 0.103
H -1.910 1.016 3.404 0.013 0.017 0.130 0.124
H -2.090 3.465 3.788 -0.184 0.131 0.061 0.096
H -3.035 3.593 2.259 -0.072 0.331 0.292 0.110
H -0.544 4.194 2.079 -0.005 0.051 0.064 0.087
H -0.220 2.513 2.405 0.207 -0.007 -0.173 0.098
H -0.724 3.674 -0.157 0.017 0.115 0.014 0.101
H -2.256 2.931 0.296 -0.038 0.275 -0.113 0.102
H -0.372 0.948 0.897 -0.116 -0.047 0.094 0.108
H -1.491 0.946 -0.436 -0.076 -0.038 0.013 0.101
H 0.993 2.545 -0.832 0.192 -0.040 0.086 0.104
H 1.264 0.817 -0.734 -0.034 -0.122 0.039 0.113
H -0.692 2.194 -2.617 -0.073 0.012 0.016 0.112
H 0.922 1.738 -3.056 -0.038 -0.029 -0.134 0.087
H -0.712 -0.492 -1.897 0.154 -0.099 0.075 0.123
H -1.367 0.185 -3.358 -0.044 -0.065 -0.049 0.122
H -0.852 -2.405 -3.917 -0.115 0.166 0.193 0.118
H 1.151 -3.390 -5.364 -0.001 -0.022 -0.037 0.077
H 3.130 -1.526 -5.302 0.102 -0.091 0.061 0.066
H 2.232 0.459 -3.773 0.005 0.029 0.025 0.101
C 4.544 -4.029 -9.933 -0.041 0.057 0.029 -0.225
C 4.559 -2.494 -9.966 0.001 -0.041 0.043 -0.217
C 3.893 -2.002 -8.675 0.028 0.112 -0.222 -0.216
S 4.174 -3.285 -7.443 0.260 0.014 -0.306 0.653
O 2.910 -3.870 -7.091 -0.065 -0.082 0.127 -0.309
O 5.091 -2.805 -6.443 -0.089 -0.048 0.120 -0.322
C 5.024 -4.421 -8.540 0.056 -0.058 -0.198 -0.232
H 5.178 -4.457 -10.708 -0.003 -0.003 -0.009 0.112
H 3.527 -4.394 -10.091 0.001 -0.022 0.012 0.119
H 5.591 -2.142 -10.007 0.008 -0.008 0.018 0.114
H 4.044 -2.103 -10.842 0.000 0.008 -0.004 0.111
H 4.323 -1.074 -8.307 -0.045 -0.008 0.102 0.103
H 2.816 -1.893 -8.783 -0.022 -0.048 0.075 0.107
H 4.772 -5.439 -8.254 -0.030 0.029 0.102 0.106
H 6.094 -4.251 -8.422 0.001 0.016 0.033 0.105
C 2.300 6.020 6.400 -0.067 0.005 -0.051 -0.225
C 0.792 5.771 6.240 0.059 -0.015 -0.025 -0.211
C 0.496 5.689 4.737 -0.136 0.047 0.231 -0.213
S 2.008 5.091 3.965 -0.022 -0.105 0.198 0.657
O 2.535 6.129 3.114 0.002 -0.034 -0.082 -0.323
O 1.809 3.754 3.477 0.159 0.028 -0.173 -0.313
C 2.987 5.031 5.464 0.008 0.139 0.237 -0.232
H 2.626 5.884 7.430 -0.003 0.005 0.008 0.112
H 2.542 7.042 6.102 0.024 -0.002 -0.005 0.117
H 0.527 4.827 6.719 0.010 -0.016 -0.013 0.119
H 0.201 6.555 6.711 -0.012 -0.002 0.004 0.112
H -0.306 4.994 4.501 0.028 -0.013 -0.101 0.085
H 0.279 6.666 4.309 0.065 -0.003 -0.060 0.105
H 4.016 5.286 5.225 -0.013 -0.023 -0.103 0.105
H 2.931 4.013 5.847 -0.012 -0.024 -0.044 0.108
```
Positions in Å, forces in eV/Å.

***

No. 2
DFT (ωB97M-V/def2-TZVPD) results for a cluster of 5 separate species, C26H49ClFO19PS2 in total in a non-equilibrium geometry.

Summary:
orbital gap: 0.33404 Ha

The geometry in XYZ format:
```
99
Properties=species:S:1:pos:R:3:forces:R:3:lowdin_charge:R:1
C 2.201 -1.739 -2.873 -0.589 0.783 0.441 0.106
C 1.493 -1.179 -2.040 0.652 1.731 -1.348 -0.110
C 0.745 -0.011 -1.267 0.355 -2.584 0.657 -0.377
O -0.501 0.391 -1.846 0.930 0.184 -0.652 -0.142
C -0.540 1.352 -2.875 -3.116 0.382 -0.217 -0.420
C -2.007 1.155 -3.559 -0.383 -0.770 -0.018 -0.114
C -3.128 0.711 -2.517 -1.039 -0.181 -0.617 -0.160
C -3.561 -0.839 -2.673 -0.606 0.759 0.548 -0.201
C -3.089 -1.734 -1.442 -1.429 1.172 -0.589 -0.228
S -1.934 -3.109 -1.847 1.512 -2.317 4.809 0.434
O -2.634 -4.382 -1.577 0.559 2.195 -1.792 -0.359
O -0.773 -2.961 -0.928 -1.737 0.539 -2.383 -0.395
Cl -1.163 -3.050 -3.759 -0.810 0.744 0.715 0.493
C -0.588 2.911 -2.398 0.508 0.700 -1.009 -0.158
O -1.549 3.150 -1.371 1.190 -0.835 -0.200 -0.184
C -1.003 3.018 -0.043 -0.665 0.418 0.652 -0.095
S 0.619 1.198 -4.300 1.977 1.486 -3.288 0.784
O 0.169 2.185 -5.300 0.203 -2.245 2.212 -0.272
O 2.040 1.254 -3.985 -2.372 -0.605 0.241 -0.279
F 0.346 -0.299 -5.009 0.083 2.099 1.486 -0.218
P 1.972 1.302 -0.693 4.170 -2.049 1.524 0.776
O 3.262 0.570 -0.311 -2.089 1.006 -0.616 -0.464
H 2.851 -2.128 -3.707 -1.206 0.382 1.687 0.085
H 0.453 -0.538 -0.287 0.271 1.018 -1.182 0.142
H -2.369 2.090 -4.073 0.851 -0.905 0.630 0.124
H -1.975 0.348 -4.368 0.196 1.092 1.117 0.116
H -2.919 0.993 -1.441 -0.037 -0.444 -1.378 0.111
H -4.070 1.295 -2.800 1.357 -0.643 0.383 0.123
H -4.704 -0.866 -2.668 1.569 -0.020 -0.018 0.118
H -3.254 -1.221 -3.691 -0.162 0.244 1.285 0.080
H -2.661 -1.069 -0.621 0.086 -1.219 -1.253 0.115
H -4.010 -2.221 -0.973 1.526 0.129 -0.755 0.122
H 0.431 3.334 -2.150 -1.000 -0.548 0.024 0.117
H -0.950 3.490 -3.313 0.588 -0.879 1.231 0.143
H -1.840 3.316 0.675 1.153 -0.344 -1.023 0.112
H -0.714 1.952 0.212 -0.198 1.274 -0.412 0.072
H -0.155 3.762 0.060 -0.717 -1.026 0.114 0.099
H 1.520 1.913 0.536 -0.516 -0.033 -1.144 0.033
H 2.332 2.286 -1.652 -1.005 -0.036 0.138 0.028
C 2.862 8.995 -0.216 0.301 -0.111 -0.016 -0.066
C 1.833 8.180 0.544 -0.037 0.644 -0.085 -0.216
O 2.103 6.776 0.428 0.025 -0.317 0.270 0.024
C 3.079 6.308 1.220 0.078 0.053 -0.202 -0.597
O 3.724 6.953 2.009 -0.251 -0.210 -0.137 0.124
O 3.228 5.000 0.967 -0.256 0.310 0.056 -0.013
C 4.301 4.387 1.686 0.408 -0.413 0.188 -0.031
H 2.932 8.654 -1.252 -0.151 0.072 0.034 0.083
H 2.597 10.054 -0.208 -0.033 -0.068 -0.002 0.081
H 3.855 8.885 0.223 -0.113 0.046 0.079 0.076
H 0.845 8.345 0.109 0.064 -0.330 -0.003 0.122
H 1.777 8.479 1.593 0.163 -0.176 -0.048 0.124
H 4.219 4.575 2.757 0.055 0.127 -0.156 0.075
H 5.258 4.745 1.305 -0.085 0.085 0.133 0.104
H 4.244 3.310 1.521 -0.204 0.138 -0.152 0.096
C -4.729 -0.076 5.141 0.316 -0.033 -0.005 -0.068
C -5.564 -0.996 4.271 -0.208 0.249 0.533 -0.216
O -4.885 -1.300 3.045 0.089 -0.309 -0.200 0.027
C -3.924 -2.231 3.132 0.063 0.147 0.027 -0.593
O -3.600 -2.826 4.129 -0.134 0.141 -0.297 0.127
O -3.369 -2.371 1.919 -0.303 0.102 0.273 -0.013
C -2.263 -3.279 1.884 0.375 -0.398 -0.189 -0.027
H -4.432 0.815 4.582 -0.169 0.000 0.028 0.080
H -5.289 0.230 6.027 -0.007 -0.013 -0.072 0.081
H -3.811 -0.568 5.467 -0.131 -0.061 0.027 0.074
H -6.493 -0.494 3.998 0.156 -0.095 -0.279 0.122
H -5.837 -1.913 4.800 0.213 -0.008 -0.121 0.125
H -2.530 -4.248 2.309 -0.013 0.187 0.118 0.105
H -1.411 -2.849 2.414 -0.104 -0.101 0.076 0.107
H -1.986 -3.424 0.840 -0.180 0.154 0.279 0.044
C 2.680 -0.348 6.822 0.265 0.183 -0.046 -0.066
C 1.337 0.199 6.378 0.132 -0.637 0.047 -0.214
O 1.283 1.622 6.539 -0.070 0.337 -0.282 0.033
C 1.902 2.335 5.589 0.079 -0.116 0.211 -0.593
O 2.478 1.889 4.627 -0.224 0.182 0.180 0.119
O 1.790 3.635 5.902 -0.094 -0.324 -0.083 0.006
C 2.485 4.504 5.009 0.149 0.379 -0.180 -0.048
H 2.909 -0.021 7.839 -0.138 -0.106 -0.003 0.082
H 2.682 -1.439 6.790 -0.046 0.059 0.011 0.081
H 3.485 0.016 6.181 -0.114 -0.077 -0.059 0.076
H 0.548 -0.217 7.008 -0.018 0.339 0.012 0.123
H 1.108 -0.084 5.347 0.126 0.205 0.023 0.123
H 2.199 4.318 3.972 0.086 -0.119 0.101 0.086
H 3.562 4.386 5.139 -0.075 -0.070 -0.134 0.100
H 2.215 5.529 5.262 -0.098 -0.193 0.179 0.099
C 2.459 -9.746 -4.630 -0.081 0.111 0.285 -0.068
C 1.863 -9.132 -5.881 0.540 -0.262 0.023 -0.217
O 0.508 -8.723 -5.657 -0.167 0.332 -0.054 0.032
C 0.356 -7.564 -5.000 -0.065 -0.145 0.125 -0.592
O 1.244 -6.851 -4.602 -0.236 -0.145 -0.184 0.122
O -0.956 -7.344 -4.842 0.323 -0.152 -0.176 0.007
C -1.260 -6.176 -4.077 -0.163 0.073 0.151 -0.091
H 1.823 -10.552 -4.257 0.068 -0.037 -0.151 0.082
H 3.456 -10.144 -4.832 -0.064 0.007 -0.032 0.079
H 2.541 -9.008 -3.829 0.060 0.024 -0.131 0.075
H 1.836 -9.881 -6.676 -0.310 0.117 0.046 0.122
H 2.465 -8.296 -6.247 -0.166 0.058 0.163 0.123
H -0.757 -5.302 -4.479 0.152 -0.401 -0.004 0.009
H -0.984 -6.334 -3.033 0.083 0.143 -0.089 0.102
H -2.336 -6.011 -4.131 0.080 -0.235 -0.105 0.094
```
Positions in Å, forces in eV/Å.